(1)
{
  "formula": "C44H58F12N5OSSbSi3Y",
  "method": "wB97M-V/def2-TZVPD",
  "homo_ev": -4.691,
  "orbital_gap_ha": 0.241,
  "multiplicity": 1,
  "total_charge": -1,
  "lumo_ev": 1.856,
  "elements": ["Y", "C", "N", "C", "C", "N", "C", "C", "F", "C", "F", "C", "F", "C", "F", "C", "F", "C", "C", "N", "C", "C", "F", "C", "F", "C", "F", "C", "F", "C", "F", "H", "H", "H", "H", "H", "H", "H", "H", "H", "H", "H", "C", "Sb", "C", "C", "C", "C", "C", "C", "N", "Si", "C", "C", "C", "C", "C", "C", "C", "C", "C", "N", "Si", "C", "C", "C", "Si", "C", "C", "C", "H", "H", "H", "H", "H", "H", "H", "H", "H", "H", "H", "H", "H", "H", "H", "H", "H", "H", "H", "H", "H", "H", "H", "H", "H", "H", "H", "H", "H", "H", "H", "H", "H", "H", "H", "H", "H", "H", "F", "C", "F", "H", "O", "S", "C", "C", "C", "C", "H", "H", "H", "H", "H", "H", "H", "H"],
  "xyz": [[1.622, -0.561, 0.097], [0.847, 2.892, 1.664], [2.007, 2.019, 1.548], [2.496, 1.742, 2.899], [3.531, 0.643, 2.991], [3.132, -0.546, 2.255], [3.916, -1.626, 2.508], [5.162, -1.721, 3.166], [5.829, -0.624, 3.610], [5.827, -2.925, 3.353], [7.013, -2.920, 3.987], [5.315, -4.119, 2.896], [5.965, -5.282, 3.092], [4.095, -4.085, 2.234], [3.542, -5.220, 1.786], [3.454, -2.887, 2.074], [2.251, -2.881, 1.448], [3.029, 2.715, 0.758], [3.975, 1.782, 0.030], [3.174, 0.950, -0.856], [3.715, 0.770, -2.091], [2.831, 0.454, -3.147], [1.536, 0.287, -2.783], [3.189, 0.291, -4.461], [2.264, 0.030, -5.397], [4.525, 0.415, -4.817], [4.911, 0.277, -6.099], [5.444, 0.679, -3.822], [6.746, 0.766, -4.140], [5.060, 0.837, -2.498], [6.057, 0.998, -1.602], [1.109, 3.848, 2.149], [0.062, 2.404, 2.241], [0.448, 3.095, 0.674], [1.630, 1.485, 3.504], [2.920, 2.666, 3.330], [3.647, 0.428, 4.067], [4.504, 1.041, 2.684], [3.576, 3.426, 1.399], [2.511, 3.298, -0.006], [4.589, 1.197, 0.716], [4.663, 2.423, -0.530], [-3.402, -0.469, 1.360], [-1.683, 0.420, 0.383], [-0.711, -1.185, -0.749], [-0.973, -2.525, -0.132], [0.027, -3.513, -0.155], [-0.193, -4.756, 0.397], [-1.430, -5.027, 0.973], [-2.376, -4.019, 0.932], [-2.175, -2.820, 0.393], [-0.912, -1.627, -2.580], [-1.400, -0.212, -3.731], [-2.105, -3.091, -2.855], [0.616, -2.428, -3.368], [-2.864, 1.813, -0.940], [-1.866, 2.426, -1.887], [-2.246, 3.331, -2.888], [-1.283, 3.991, -3.624], [0.056, 3.767, -3.337], [0.355, 2.861, -2.337], [-0.570, 2.190, -1.648], [-4.463, 1.032, -1.635], [-5.889, 1.192, -0.405], [-5.055, 1.760, -3.275], [-4.379, -0.799, -1.972], [-3.362, 3.339, 0.120], [-4.059, 2.938, 1.821], [-1.916, 4.484, 0.482], [-4.593, 4.468, -0.775], [-3.006, -1.204, 2.054], [-4.085, -0.992, 0.699], [-3.922, 0.310, 1.917], [0.987, -3.319, -0.608], [0.600, -5.494, 0.384], [-1.660, -5.983, 1.424], [-3.367, -4.189, 1.348], [-1.696, -0.655, -4.687], [-0.567, 0.464, -3.918], [-2.238, 0.383, -3.372], [-2.977, -3.159, -2.213], [-1.526, -4.008, -2.720], [-2.436, -3.072, -3.899], [1.390, -1.742, -3.704], [0.267, -2.980, -4.248], [1.081, -3.162, -2.710], [-3.291, 3.524, -3.069], [-1.574, 4.686, -4.402], [0.851, 4.270, -3.871], [1.382, 2.648, -2.065], [-6.117, 2.194, -0.048], [-5.721, 0.548, 0.460], [-6.780, 0.817, -0.917], [-5.384, 2.799, -3.247], [-5.911, 1.153, -3.586], [-4.292, 1.663, -4.050], [-3.726, -1.342, -1.291], [-4.052, -1.009, -2.989], [-5.387, -1.213, -1.861], [-3.314, 2.431, 2.438], [-4.972, 2.347, 1.825], [-4.275, 3.900, 2.298], [-1.349, 4.158, 1.352], [-2.339, 5.465, 0.718], [-1.229, 4.615, -0.355], [-5.306, 3.973, -1.429], [-4.053, 5.212, -1.365], [-5.165, 5.011, -0.018], [3.086, -3.448, -1.100], [3.180, -2.036, -1.124], [4.364, -1.782, -0.382], [3.479, -1.837, -2.163], [0.265, -1.279, 2.043], [0.499, -0.865, 3.470], [1.115, -2.324, 4.373], [0.017, -2.796, 5.325], [-0.853, -1.578, 5.632], [-1.122, -0.955, 4.270], [2.025, -2.008, 4.885], [1.388, -3.050, 3.611], [0.437, -3.251, 6.222], [-0.593, -3.552, 4.827], [-0.317, -0.876, 6.278], [-1.781, -1.842, 6.138], [-1.557, 0.043, 4.285], [-1.742, -1.611, 3.658]]
}

=====

(2)
{
  "formula": "C44H58N7O2PS2SbV",
  "method": "wB97M-V/def2-TZVPD",
  "homo_ev": [-9.510, -9.020],
  "orbital_gap_ha": [0.271, 0.253],
  "multiplicity": 2,
  "total_charge": 1,
  "lumo_ev": [-2.131, -2.131],
  "elements": ["V", "N", "C", "C", "N", "C", "C", "N", "C", "C", "N", "H", "H", "H", "H", "H", "H", "H", "H", "H", "H", "H", "H", "H", "H", "H", "H", "H", "H", "C", "C", "C", "C", "C", "C", "C", "Sb", "C", "C", "C", "C", "C", "C", "C", "C", "C", "C", "C", "C", "C", "C", "H", "H", "H", "H", "H", "H", "H", "H", "H", "H", "H", "H", "H", "H", "H", "H", "H", "H", "H", "H", "H", "C", "P", "C", "C", "C", "C", "C", "C", "C", "H", "H", "H", "H", "H", "H", "H", "H", "H", "H", "H", "N", "C", "C", "C", "C", "C", "C", "S", "O", "O", "N", "C", "S", "C", "C", "N", "H", "H", "H", "H", "H", "H", "H", "H"],
  "xyz": [[0.536, -2.167, 0.738], [-0.520, -0.382, 0.935], [-1.644, -0.301, 1.886], [-2.870, -0.997, 1.304], [-2.545, -2.299, 0.723], [-2.883, -2.490, -0.682], [-1.787, -3.258, -1.408], [-0.498, -2.544, -1.256], [-2.877, -3.434, 1.565], [-1.788, -3.702, 2.590], [-0.484, -3.818, 1.901], [0.265, 0.147, 1.363], [-0.797, 0.097, 0.079], [-1.899, 0.740, 2.109], [-1.317, -0.770, 2.815], [-3.297, -0.353, 0.531], [-3.628, -1.095, 2.089], [-2.977, -1.514, -1.160], [-3.838, -3.012, -0.817], [-2.067, -3.357, -2.458], [-1.684, -4.264, -0.996], [-0.640, -1.587, -1.581], [0.175, -2.942, -1.903], [-2.976, -4.323, 0.936], [-3.834, -3.293, 2.080], [-2.029, -4.612, 3.141], [-1.723, -2.886, 3.308], [-0.522, -4.627, 1.286], [0.220, -4.023, 2.601], [-2.555, 4.640, -3.230], [-3.261, 3.516, -3.946], [-4.298, 3.851, -4.822], [-5.003, 2.892, -5.528], [-4.676, 1.551, -5.382], [-3.654, 1.199, -4.517], [-2.942, 2.163, -3.793], [-1.477, 1.197, -2.541], [-0.592, 2.644, -1.234], [0.789, 2.860, -1.276], [1.400, 3.720, -0.382], [0.632, 4.370, 0.575], [-0.728, 4.120, 0.651], [-1.362, 3.246, -0.234], [-2.843, 2.988, -0.044], [-0.082, 0.887, -4.149], [0.121, -0.458, -4.463], [0.911, -0.844, -5.537], [1.519, 0.133, -6.310], [1.309, 1.475, -6.019], [0.498, 1.878, -4.961], [0.212, 3.346, -4.770], [-2.472, 5.511, -3.881], [-1.559, 4.363, -2.897], [-3.128, 4.951, -2.353], [-4.546, 4.900, -4.952], [-5.802, 3.191, -6.196], [-5.216, 0.788, -5.929], [-3.399, 0.147, -4.409], [1.394, 2.346, -2.017], [2.472, 3.877, -0.419], [1.100, 5.043, 1.281], [-1.319, 4.610, 1.419], [-3.408, 3.920, -0.113], [-3.031, 2.575, 0.950], [-3.258, 2.300, -0.783], [-0.355, -1.228, -3.861], [1.053, -1.894, -5.763], [2.144, -0.146, -7.150], [1.771, 2.234, -6.642], [0.925, 3.960, -5.318], [0.251, 3.636, -3.723], [-0.790, 3.576, -5.139], [2.789, -1.320, -2.304], [2.453, -1.226, -0.497], [3.538, 0.185, -0.090], [3.380, -2.752, -0.047], [4.636, -2.779, 0.549], [5.267, -3.991, 0.805], [4.653, -5.192, 0.475], [3.394, -5.183, -0.107], [2.764, -3.971, -0.361], [3.866, -1.390, -2.455], [2.411, -0.431, -2.808], [2.318, -2.201, -2.745], [4.590, -0.064, -0.224], [3.368, 0.546, 0.920], [3.287, 0.985, -0.790], [5.124, -1.855, 0.838], [6.249, -3.996, 1.263], [5.155, -6.131, 0.668], [2.911, -6.116, -0.371], [1.791, -3.978, -0.853], [-0.718, 1.326, 8.728], [-0.096, 1.444, 7.503], [1.293, 1.580, 7.420], [1.919, 1.662, 6.191], [1.163, 1.612, 5.027], [-0.221, 1.465, 5.092], [-0.844, 1.378, 6.317], [1.940, 1.661, 3.452], [3.365, 1.730, 3.664], [1.310, 2.682, 2.665], [1.519, 0.248, 2.742], [2.049, -0.923, 3.079], [3.253, -1.225, 4.330], [3.160, -2.921, 4.032], [2.313, -3.170, 3.028], [1.664, -2.069, 2.461], [-0.208, 1.618, 9.542], [-1.709, 1.488, 8.767], [1.881, 1.622, 8.331], [2.994, 1.771, 6.115], [-0.795, 1.434, 4.173], [-1.922, 1.264, 6.373], [3.768, -3.629, 4.576], [2.164, -4.156, 2.613]]
}

=====

(3)
{
  "formula": "C44H59AsO2P3S2SeY",
  "method": "wB97M-V/def2-TZVPD",
  "homo_ev": -0.538,
  "orbital_gap_ha": 0.171,
  "multiplicity": 1,
  "total_charge": -2,
  "lumo_ev": 4.126,
  "elements": ["Y", "S", "C", "C", "C", "C", "C", "C", "As", "C", "C", "C", "C", "C", "C", "C", "C", "C", "C", "C", "C", "H", "H", "H", "H", "H", "H", "H", "H", "H", "H", "H", "H", "H", "H", "C", "P", "C", "C", "C", "P", "C", "C", "H", "H", "H", "H", "H", "H", "H", "H", "H", "H", "H", "H", "H", "H", "H", "H", "C", "C", "C", "C", "C", "H", "H", "H", "H", "H", "H", "H", "H", "H", "H", "Se", "C", "P", "C", "C", "O", "H", "H", "H", "H", "H", "H", "H", "H", "H", "O", "S", "C", "C", "C", "C", "C", "C", "C", "C", "C", "C", "C", "C", "H", "H", "H", "H", "H", "H", "H", "H", "H", "H"],
  "xyz": [[0.057, 1.139, 1.035], [-2.466, -0.355, 1.208], [-3.591, 0.429, 0.120], [-4.775, 1.019, 0.576], [-5.660, 1.596, -0.320], [-5.386, 1.605, -1.684], [-4.207, 1.035, -2.148], [-3.318, 0.441, -1.260], [-1.545, -0.258, -1.676], [-1.742, -0.063, -3.652], [-1.211, 1.089, -4.232], [-1.349, 1.346, -5.589], [-2.013, 0.439, -6.403], [-2.545, -0.714, -5.843], [-2.419, -0.956, -4.481], [-1.876, -2.199, -1.696], [-2.896, -2.848, -1.008], [-2.980, -4.235, -1.010], [-2.056, -4.999, -1.713], [-1.057, -4.362, -2.435], [-0.974, -2.976, -2.420], [-4.970, 1.035, 1.641], [-6.572, 2.057, 0.044], [-6.079, 2.067, -2.376], [-3.981, 1.055, -3.207], [-0.673, 1.786, -3.604], [-0.931, 2.254, -6.010], [-2.113, 0.630, -7.466], [-3.064, -1.431, -6.470], [-2.866, -1.848, -4.060], [-3.622, -2.270, -0.456], [-3.766, -4.722, -0.444], [-2.113, -6.081, -1.697], [-0.336, -4.942, -3.000], [-0.193, -2.483, -2.987], [2.913, 1.192, -3.882], [1.781, -0.121, -3.247], [1.799, -1.163, -4.808], [3.032, -1.113, -2.302], [2.378, -2.194, -1.437], [1.508, -1.578, 0.100], [0.951, -3.238, 0.673], [3.014, -1.386, 1.145], [3.831, 0.757, -4.288], [3.149, 1.869, -3.059], [2.406, 1.760, -4.667], [2.809, -1.467, -5.102], [1.356, -0.578, -5.619], [1.182, -2.056, -4.686], [3.603, -0.427, -1.670], [3.707, -1.561, -3.039], [3.127, -2.899, -1.064], [1.660, -2.758, -2.042], [1.785, -3.946, 0.683], [0.163, -3.614, 0.017], [0.542, -3.151, 1.675], [3.759, -2.146, 0.894], [2.725, -1.473, 2.189], [3.427, -0.392, 0.977], [-1.502, 3.721, -0.283], [-0.024, 3.999, -0.621], [0.224, 3.516, -2.055], [0.160, 5.530, -0.570], [0.857, 3.264, 0.424], [-2.181, 4.355, -0.870], [-1.691, 3.892, 0.779], [-1.770, 2.679, -0.511], [-0.617, 3.790, -2.707], [0.358, 2.431, -2.059], [1.126, 3.954, -2.483], [-0.607, 6.038, -1.172], [1.136, 5.828, -0.955], [0.076, 5.877, 0.463], [0.845, 3.885, 1.327], [-0.820, 2.153, 3.462], [4.584, 2.006, 0.219], [2.646, 2.594, 0.235], [3.293, 4.151, -0.628], [2.815, 2.579, 2.104], [2.237, 1.304, -0.535], [5.229, 2.684, 0.796], [4.956, 2.004, -0.817], [4.746, 0.992, 0.609], [4.382, 4.225, -0.662], [2.891, 5.016, -0.100], [2.917, 4.162, -1.651], [3.454, 1.749, 2.413], [1.878, 2.562, 2.672], [3.341, 3.510, 2.338], [0.721, -0.555, 2.835], [-0.570, -0.641, 3.625], [-0.194, -0.303, 5.345], [1.099, -0.042, 5.758], [1.344, 0.199, 7.103], [0.300, 0.179, 8.019], [-0.999, -0.070, 7.587], [-1.250, -0.308, 6.246], [-0.588, -2.476, 3.966], [0.542, -3.188, 4.355], [0.470, -4.560, 4.542], [-0.736, -5.226, 4.339], [-1.861, -4.516, 3.947], [-1.786, -3.140, 3.755], [1.888, 0.009, 5.018], [2.349, 0.427, 7.435], [0.494, 0.376, 9.067], [-1.818, -0.063, 8.297], [-2.259, -0.464, 5.881], [1.477, -2.659, 4.500], [1.353, -5.117, 4.835], [-0.793, -6.299, 4.483], [-2.796, -5.039, 3.776], [-2.645, -2.573, 3.410]]
}

=====

Energy above the lowest of the compared OMol25 structures with the same formula, charge and spin list, top to bottom, in kJ/mol: 0.0, 121.5, 147.7